[1]
Computed, not measured: C26H24N3O4PtS as an isolated structure, with wB97M-V/def2-TZVPD.

Structure (XYZ):
```
59
Properties=species:S:1:pos:R:3:forces:R:3:mulliken_charge:R:1
Pt -0.936 -0.062 -0.986 1.288 0.409 -0.998 0.21
O -2.867 -6.855 -4.942 -0.007 -0.006 0.015 -0.46
C -1.828 -6.306 -4.287 -0.020 0.042 -0.025 0.66
O -0.853 -6.951 -4.039 0.020 -0.027 0.019 -0.52
C -1.944 -4.859 -3.886 -0.025 -0.024 0.004 0.75
C -3.153 -4.187 -3.768 -0.018 0.002 0.004 -1.03
C -3.182 -2.863 -3.357 -0.013 0.003 0.024 -0.42
C -1.988 -2.212 -3.072 0.074 0.031 -0.039 0.08
C -0.774 -2.880 -3.168 0.035 0.045 -0.046 -0.35
C -0.758 -4.199 -3.577 0.034 0.001 -0.009 -0.85
N -1.990 -0.856 -2.628 0.017 -0.017 -0.002 -0.23
C -2.782 -0.010 -3.165 -0.131 -0.079 0.030 -0.07
C -2.887 1.308 -2.553 0.091 0.119 -0.093 0.34
C -3.778 2.274 -2.973 0.030 0.035 -0.105 -0.82
C -3.817 3.489 -2.302 0.029 -0.004 0.027 -0.24
C -2.950 3.695 -1.245 0.009 0.054 -0.062 -0.75
C -2.079 2.685 -0.866 0.092 0.098 -0.029 0.16
N -2.054 1.517 -1.508 -0.827 -0.353 0.730 -0.17
H -3.536 -6.199 -5.168 0.017 0.005 -0.011 0.29
H -4.096 -4.690 -3.945 0.004 0.005 0.006 0.29
H -4.131 -2.361 -3.213 0.008 -0.004 0.003 0.58
H 0.141 -2.348 -2.943 -0.039 -0.040 -0.007 0.56
H 0.171 -4.747 -3.660 -0.001 0.007 -0.003 0.47
H -3.384 -0.257 -4.035 -0.045 -0.016 0.043 0.63
H -4.431 2.071 -3.811 0.011 0.008 0.003 0.41
H -4.513 4.259 -2.605 0.005 0.002 0.002 0.46
H -2.938 4.627 -0.699 -0.012 -0.004 -0.005 0.42
H -1.383 2.790 -0.046 -0.066 -0.028 0.034 0.25
C 0.957 -2.382 0.934 0.011 -0.013 0.043 -0.69
N 2.115 -2.136 0.089 -0.077 0.070 -0.084 0.18
C 3.390 -2.674 0.560 0.032 -0.003 -0.004 -1.01
C 2.075 -1.431 -1.031 0.030 -0.107 0.357 -0.05
O 1.094 -0.878 -1.558 -0.551 -0.326 0.356 -0.61
H 0.680 -3.437 0.895 0.031 -0.005 -0.018 0.34
H 0.117 -1.773 0.618 -0.042 -0.023 -0.009 0.04
H 1.190 -2.108 1.962 0.023 0.018 -0.008 0.37
H 3.203 -3.593 1.110 -0.017 -0.024 -0.036 0.34
H 3.892 -1.967 1.222 -0.035 -0.002 0.028 0.33
H 4.036 -2.906 -0.283 0.016 0.047 0.000 0.38
H 3.047 -1.355 -1.529 -0.047 0.034 -0.076 0.45
C 3.511 5.688 5.061 0.032 -0.039 -0.087 -0.87
C 4.167 4.632 5.910 -0.003 0.048 0.060 0.60
O 5.297 4.679 6.294 -0.072 0.042 0.034 -0.49
S 3.094 3.285 6.519 0.120 -0.115 -0.035 -0.14
C 2.294 2.762 5.029 -0.055 0.055 0.040 0.14
C 0.936 2.461 5.058 -0.045 0.019 -0.035 -0.56
C 0.306 1.962 3.930 0.011 0.021 0.023 -0.52
C 1.020 1.770 2.746 -0.052 -0.057 -0.018 0.22
C 2.381 2.083 2.720 0.040 0.047 0.037 -0.48
C 3.015 2.560 3.854 -0.021 -0.072 -0.057 -0.54
C 0.375 1.235 1.578 0.091 0.100 0.126 3.52
C -0.147 0.760 0.596 0.009 0.016 -0.168 -3.30
H 4.265 6.407 4.750 -0.013 -0.001 -0.011 0.30
H 2.745 6.181 5.659 0.010 0.018 0.016 0.29
H 3.018 5.254 4.192 0.006 0.003 0.016 0.30
H 0.372 2.621 5.968 0.008 0.001 -0.008 0.42
H -0.749 1.726 3.959 0.009 -0.014 0.002 0.44
H 2.943 1.937 1.806 -0.006 -0.008 0.003 0.46
H 4.079 2.761 3.831 -0.002 0.006 0.004 0.48
```
Positions in Å, forces in eV/Å.

Results
- 2S+1: 1
- Total charge: +1
- F_max: 1.68 eV Å⁻¹
- ΔE to the lowest compared entry with this formula, charge and spin: 0.0000 eV
- Gap between HOMO and LUMO: 0.2120 Eh

=====

[2]
Computed, not measured: C26H24N7O7SeSiV as an isolated structure, with wB97M-V/def2-TZVPD.

Structure (XYZ):
```
67
Properties=species:S:1:pos:R:3:forces:R:3:mulliken_charge:R:1
V -0.199 -0.225 -0.539 0.446 -0.950 1.185 -0.87
C 2.312 1.536 3.630 0.000 0.010 0.012 -0.62
C 2.412 2.097 2.367 -0.009 0.017 -0.019 -0.87
C 2.120 1.334 1.245 -0.023 0.003 0.090 0.45
C 1.750 0.006 1.400 -0.205 -0.035 0.126 -0.29
C 1.631 -0.563 2.672 0.055 0.002 -0.009 0.13
C 1.919 0.208 3.782 -0.008 -0.019 0.005 -1.07
N 1.387 -0.759 0.252 -0.287 0.141 -0.326 1.21
C 1.967 -2.004 0.025 -0.101 -0.148 0.065 0.34
C 3.067 -2.534 0.694 0.127 0.053 -0.150 -0.77
C 3.478 -3.814 0.361 0.033 0.054 0.020 -0.75
C 2.813 -4.578 -0.603 -0.059 -0.024 -0.066 -0.66
C 1.708 -4.072 -1.259 0.123 -0.013 0.014 -0.66
C 1.309 -2.782 -0.933 -0.132 0.050 0.042 0.60
N 0.151 -2.143 -1.380 0.034 0.241 0.017 1.63
N -0.673 -2.738 -2.091 -0.015 -0.023 -0.018 -1.10
C -1.827 -1.970 -2.289 0.033 -0.082 0.022 -0.02
C -2.850 -2.437 -3.086 -0.061 0.091 0.008 -0.52
C -3.975 -1.630 -3.222 0.023 -0.040 -0.015 -0.39
C -4.027 -0.413 -2.561 -0.005 0.023 0.011 -0.92
C -2.957 -0.019 -1.771 0.017 -0.023 0.008 -0.23
N -1.877 -0.796 -1.636 0.051 0.168 0.062 0.54
H 2.538 2.132 4.505 0.003 0.002 -0.003 0.47
H 2.715 3.129 2.253 -0.004 -0.007 0.002 0.49
H 2.178 1.753 0.254 0.045 0.053 -0.124 -0.13
H 1.327 -1.598 2.780 0.002 -0.003 0.000 0.61
H 1.839 -0.222 4.771 -0.002 -0.007 -0.003 0.47
H 3.605 -1.954 1.430 -0.022 0.005 0.020 0.56
H 4.340 -4.233 0.862 -0.002 -0.002 0.003 0.46
H 3.160 -5.577 -0.827 0.005 0.001 0.003 0.45
H 1.161 -4.650 -1.991 -0.006 0.003 -0.003 0.54
H -2.757 -3.395 -3.575 0.015 -0.006 0.005 0.60
H -4.802 -1.952 -3.842 0.000 0.000 -0.001 0.45
H -4.884 0.238 -2.653 -0.001 0.000 0.002 0.50
H -2.942 0.930 -1.248 -0.011 0.008 -0.013 0.51
O -4.949 -0.463 5.430 0.211 0.037 0.232 -0.58
N -4.786 0.598 4.876 -0.585 -0.243 -0.596 1.02
O -5.403 1.618 5.064 0.192 0.137 0.214 -0.58
C -3.822 0.610 3.748 0.146 0.031 0.216 -0.74
C -3.641 1.782 3.039 0.027 0.024 -0.061 -0.51
C -2.756 1.776 1.982 -0.350 -0.090 0.013 -0.33
C -2.011 0.641 1.646 0.041 -0.175 0.053 0.64
O -1.067 0.703 0.726 0.110 0.199 -0.680 0.10
C -2.255 -0.524 2.389 -0.016 0.109 -0.027 0.37
C -3.149 -0.552 3.446 -0.003 0.047 0.007 -0.34
N -1.556 -1.761 2.064 -0.015 -0.078 0.075 0.85
O -1.514 -2.626 2.890 0.012 0.018 -0.027 -0.53
O -1.058 -1.898 0.933 -0.013 0.138 -0.125 -0.33
N -2.608 3.000 1.181 1.146 -0.041 0.074 0.99
O -2.595 4.046 1.777 -0.381 0.064 0.014 -0.54
O -2.388 2.851 -0.009 -0.453 0.040 -0.076 -0.57
H -4.187 2.678 3.305 -0.004 0.004 -0.005 0.67
H -3.325 -1.449 4.022 0.019 -0.013 -0.015 0.69
C 3.695 2.503 -1.872 -0.154 -0.072 -0.040 -0.95
Si 2.394 2.198 -3.159 0.156 -0.004 -0.067 0.30
C 1.533 3.729 -3.748 0.054 -0.101 0.040 -1.08
C 2.874 0.988 -4.480 -0.039 0.079 0.097 -1.04
Se 0.418 1.074 -2.219 -0.144 0.377 -0.326 0.05
H 4.532 3.015 -2.357 -0.024 0.002 -0.056 0.44
H 4.084 1.579 -1.446 -0.008 -0.005 0.056 0.33
H 3.336 3.159 -1.078 0.027 -0.012 0.014 0.31
H 2.266 4.359 -4.260 0.009 -0.010 0.002 0.40
H 1.119 4.308 -2.922 -0.007 -0.002 0.000 0.37
H 0.736 3.502 -4.456 -0.008 -0.002 0.005 0.35
H 3.650 1.439 -5.106 0.005 0.016 0.019 0.39
H 2.031 0.743 -5.127 -0.002 -0.010 0.001 0.36
H 3.281 0.068 -4.058 -0.007 -0.008 -0.004 0.33
```
Positions in Å, forces in eV/Å.

Results
- 2S+1: 1
- Total charge: +2
- F_max: 1.58 eV Å⁻¹
- ΔE to the lowest compared entry with this formula, charge and spin: 0.3486 eV
- Gap between HOMO and LUMO (alpha / beta): 0.2252 / 0.2251 Eh

=====

[3]
Computed, not measured: C26H24N8O9PtS as an isolated structure, with wB97M-V/def2-TZVPD.

Structure (XYZ):
```
69
Properties=species:S:1:pos:R:3:forces:R:3:mulliken_charge:R:1
Pt -0.162 0.696 1.320 -0.120 -0.014 -0.186 3.12
N -1.184 -0.590 4.299 -0.247 -0.072 -0.226 -0.12
C -0.760 0.651 4.411 0.092 0.039 -0.042 0.39
N -0.714 1.193 5.629 -0.021 0.001 0.063 -0.75
C -0.293 2.443 5.709 -0.001 0.032 0.000 0.19
N -0.233 3.018 6.915 0.045 -0.035 0.025 -0.35
N 0.064 3.215 4.654 0.001 -0.025 0.089 -0.75
C -0.003 2.610 3.501 0.119 -0.037 -0.135 -0.08
N -0.386 1.340 3.287 -0.187 0.026 0.045 -0.54
C 0.313 3.399 2.292 0.093 -0.018 0.010 1.52
C 0.612 4.744 2.360 -0.002 0.002 -0.007 -0.81
C 0.791 5.437 1.175 -0.024 0.017 -0.020 -0.52
C 0.634 4.767 -0.025 0.013 0.033 -0.033 -1.14
C 0.351 3.413 -0.016 -0.031 -0.087 0.029 0.22
N 0.229 2.740 1.128 -0.005 -0.097 0.038 0.01
H -1.525 -1.045 5.128 0.048 -0.014 0.013 0.23
H -1.278 -1.014 3.369 0.078 0.020 0.062 0.06
H -0.399 2.457 7.731 -0.016 0.008 -0.002 0.26
H 0.175 3.931 7.002 -0.013 0.004 -0.007 0.24
H 0.680 5.215 3.328 -0.001 -0.007 0.005 0.55
H 1.023 6.493 1.190 0.018 0.001 -0.009 0.44
H 0.733 5.275 -0.973 0.000 0.008 -0.001 0.45
H 0.215 2.849 -0.921 -0.041 0.010 -0.013 0.46
C -0.668 -3.317 -4.817 -0.045 -0.006 -0.025 -1.13
C -0.986 -3.003 -3.382 -0.037 -0.064 -0.048 1.09
C -1.915 -2.027 -3.042 0.016 0.021 0.040 -1.06
C -2.186 -1.725 -1.714 0.104 0.129 -0.025 -0.34
C -1.505 -2.398 -0.716 -0.052 -0.148 0.007 0.38
C -0.583 -3.390 -1.031 -0.057 -0.082 0.023 -0.73
C -0.336 -3.689 -2.356 -0.105 -0.032 0.007 -0.60
S -1.841 -2.037 0.977 -0.123 0.102 0.008 1.19
O -2.942 -1.105 1.009 0.010 -0.129 -0.021 -0.78
O -1.955 -3.287 1.677 0.068 -0.078 -0.004 -0.73
N -0.586 -1.258 1.643 0.305 0.065 0.297 -1.20
C 0.601 -2.032 2.073 -0.106 0.015 0.314 0.03
C 1.889 -1.267 1.784 0.159 0.280 -1.032 0.12
O 2.879 -1.824 1.335 -0.425 0.192 0.535 -0.72
O 1.762 0.010 2.026 0.173 -0.115 -0.156 -0.79
H -1.323 -2.774 -5.497 -0.015 0.004 -0.001 0.37
H -0.773 -4.383 -5.018 0.006 -0.003 -0.004 0.38
H 0.363 -3.042 -5.050 -0.226 -0.119 0.021 0.05
H -2.434 -1.489 -3.826 -0.009 -0.003 -0.002 0.35
H -2.896 -0.953 -1.453 -0.015 -0.012 0.004 0.48
H -0.066 -3.931 -0.249 -0.057 -0.033 0.018 0.43
H 0.383 -4.460 -2.605 -0.016 -0.024 0.009 0.44
H 0.615 -3.037 1.664 0.011 0.038 -0.090 0.41
H 0.582 -2.107 3.167 -0.072 -0.262 -0.034 0.28
C -2.998 1.844 1.634 -0.010 -0.124 0.025 -1.42
C -1.984 1.333 0.636 -0.045 0.034 -0.083 0.66
O -2.162 1.387 -0.540 -0.028 0.136 -0.041 -0.50
H -3.651 2.555 1.130 -0.022 -0.034 -0.004 0.48
H -2.535 2.303 2.503 -0.002 0.038 -0.002 0.21
H -3.582 0.984 1.966 0.027 0.022 0.008 0.27
O 0.229 0.032 -0.557 0.520 0.108 0.419 -0.14
C 1.334 0.475 -1.127 -0.723 0.031 0.181 0.40
O 1.959 1.445 -0.764 0.476 0.106 -0.070 -0.62
C 1.683 -0.281 -2.370 0.065 -0.134 -0.025 -0.49
C 1.763 0.413 -3.572 -0.042 -0.017 -0.035 -0.46
C 2.074 -0.256 -4.742 -0.025 0.017 0.018 -1.00
C 2.328 -1.614 -4.669 0.150 0.027 0.026 -0.40
C 2.291 -2.318 -3.480 0.132 0.089 0.036 -0.11
C 1.950 -1.642 -2.320 0.160 0.141 -0.008 0.16
N 2.653 -2.338 -5.913 0.071 0.106 -0.006 1.08
O 2.847 -3.535 -5.834 -0.005 -0.035 -0.014 -0.58
O 2.700 -1.696 -6.943 -0.005 -0.045 0.016 -0.65
H 1.574 1.478 -3.590 0.010 0.004 0.010 0.47
H 2.124 0.250 -5.694 0.003 -0.003 -0.002 0.52
H 2.520 -3.373 -3.474 0.005 0.004 -0.012 0.51
H 1.923 -2.159 -1.372 -0.003 0.001 0.021 0.57
```
Positions in Å, forces in eV/Å.

Results
- 2S+1: 1
- F_max: 1.08 eV Å⁻¹
- ΔE to the lowest compared entry with this formula, charge and spin: 0.0000 eV
- Gap between HOMO and LUMO: 0.2661 Eh

=====

no.,E (eV)
1,-54086.7568
2,-151004.7747
3,-71781.7331